Entry 1:
{
  "formula": "C36H29F4Si",
  "method": "wB97M-V/def2-TZVPD",
  "total_charge": 1,
  "orbital_gap_ev": 4.98,
  "largest_force_ha_per_bohr": 0.0356,
  "lumo_ev": -6.091,
  "symbols": ["C", "C", "C", "C", "Si", "C", "C", "C", "C", "C", "C", "C", "C", "C", "C", "C", "C", "C", "C", "C", "C", "C", "H", "H", "H", "H", "H", "H", "H", "H", "H", "H", "H", "H", "H", "H", "H", "H", "H", "H", "H", "H", "F", "C", "C", "C", "F", "C", "C", "C", "C", "C", "C", "C", "C", "F", "C", "C", "F", "C", "C", "H", "H", "H", "H", "H", "H", "H", "H", "H"],
  "xyz": [[-3.389, -2.169, 4.825], [-3.168, -0.810, 5.071], [-2.126, -0.134, 4.424], [-1.311, -0.814, 3.509], [0.009, 0.052, 2.528], [0.068, 1.843, 3.060], [1.200, 2.367, 3.698], [1.222, 3.706, 4.107], [0.118, 4.533, 3.875], [-1.009, 4.018, 3.224], [-1.035, 2.677, 2.815], [1.641, -0.744, 2.962], [1.804, -1.373, 4.205], [3.034, -1.949, 4.548], [4.103, -1.912, 3.646], [3.940, -1.293, 2.402], [2.717, -0.703, 2.062], [-0.278, -0.043, 0.673], [-1.474, -0.830, 0.221], [-2.620, -0.258, -0.183], [-1.513, -2.183, 3.288], [-2.553, -2.858, 3.939], [-4.209, -2.690, 5.324], [-3.809, -0.267, 5.767], [-1.945, 0.922, 4.634], [2.065, 1.724, 3.881], [2.107, 4.100, 4.608], [0.137, 5.576, 4.195], [-1.874, 4.655, 3.034], [-1.922, 2.281, 2.309], [0.967, -1.415, 4.908], [3.150, -2.426, 5.521], [5.059, -2.368, 3.911], [4.767, -1.262, 1.690], [2.605, -0.209, 1.093], [-0.345, 1.005, 0.337], [0.644, -0.485, 0.261], [-1.338, -1.914, 0.160], [-3.502, -0.851, -0.432], [-2.762, 0.818, -0.067], [-0.861, -2.731, 2.601], [-2.706, -3.922, 3.749], [-3.691, 3.454, -6.915], [-2.665, 3.348, -6.003], [-1.688, 4.343, -5.981], [-0.663, 4.192, -5.043], [0.312, 5.165, -4.987], [-0.577, 3.110, -4.180], [-1.580, 2.100, -4.228], [-1.492, 0.950, -3.388], [-2.515, 0.016, -3.263], [-2.321, -1.245, -2.703], [-3.272, -2.305, -2.864], [-2.861, -3.663, -2.959], [-3.821, -4.650, -3.134], [-3.417, -5.964, -3.254], [-5.190, -4.379, -3.219], [-5.567, -3.039, -3.132], [-6.906, -2.723, -3.216], [-4.655, -2.002, -2.976], [-2.644, 2.241, -5.166], [-1.723, 5.187, -6.662], [0.246, 3.013, -3.472], [-0.559, 0.794, -2.833], [-3.517, 0.296, -3.597], [-1.313, -1.523, -2.376], [-1.800, -3.912, -2.915], [-5.927, -5.167, -3.347], [-4.994, -0.968, -2.912], [-3.409, 1.469, -5.244]],
  "forces_ev_per_a": [[0.160, 0.188, -0.109], [0.121, -0.039, -0.046], [-0.260, -0.388, 0.042], [-0.197, -0.043, -0.128], [0.387, 0.133, 1.170], [-0.004, 0.085, -0.279], [-0.216, 0.358, 0.074], [-0.118, -0.097, -0.084], [0.074, -0.301, -0.083], [-0.014, -0.254, -0.071], [0.331, 0.528, 0.236], [0.029, -0.127, -0.309], [0.484, -0.114, -0.047], [-0.135, 0.150, -0.152], [-0.284, 0.107, -0.079], [-0.129, 0.112, -0.024], [0.303, -0.349, 0.491], [-0.131, -0.114, -0.740], [0.153, 0.460, -0.417], [-0.074, -0.453, 0.785], [-0.611, -0.085, 0.313], [0.197, 0.116, -0.092], [0.292, 0.167, -0.158], [0.169, -0.200, -0.164], [-0.128, -0.329, -0.081], [-0.270, 0.244, -0.034], [-0.251, -0.062, -0.124], [-0.018, -0.335, -0.102], [0.238, -0.121, 0.075], [0.219, 0.144, 0.172], [0.289, -0.003, -0.217], [0.013, 0.095, -0.259], [-0.299, 0.146, -0.089], [-0.170, -0.029, 0.230], [0.121, -0.145, 0.267], [-0.024, -0.317, 0.002], [-0.272, 0.161, 0.015], [-0.233, 0.229, 0.159], [0.235, 0.148, 0.129], [0.061, -0.210, -0.295], [-0.173, 0.115, 0.203], [0.011, 0.278, 0.108], [1.279, -0.083, 1.111], [-0.830, -0.194, -0.613], [0.067, -0.428, 0.461], [0.725, 0.833, -0.029], [-1.242, -1.269, -0.061], [-0.276, -0.503, 0.027], [-0.128, 1.284, -0.900], [-0.382, -0.781, 0.262], [0.098, 0.747, 0.336], [0.917, 0.073, -0.756], [-1.256, -0.961, 0.029], [0.057, 0.518, 0.287], [0.150, -1.030, -0.286], [-0.474, 1.754, 0.208], [0.432, 0.388, 0.108], [-0.918, 0.462, -0.069], [1.696, -0.445, 0.113], [0.231, -0.241, 0.021], [0.373, 0.118, 0.251], [0.025, -0.114, 0.125], [-0.150, 0.195, -0.250], [-0.238, -0.051, -0.245], [0.474, -0.275, -0.164], [-0.383, 0.163, -0.138], [-0.334, -0.097, 0.036], [0.172, 0.127, 0.013], [-0.122, -0.421, 0.027], [0.161, 0.381, -0.194]]
}



Entry 2:
{
  "formula": "C32H32BF8N5O2PS2Ti",
  "method": "wB97M-V/def2-TZVPD",
  "total_charge": 1,
  "orbital_gap_ev": [6.69, 6.69],
  "largest_force_ha_per_bohr": 0.0137,
  "lumo_ev": [-3.893, -3.892],
  "symbols": ["Ti", "C", "N", "C", "C", "C", "N", "C", "C", "F", "C", "F", "C", "C", "F", "C", "F", "H", "H", "H", "H", "H", "H", "H", "H", "H", "H", "H", "N", "C", "C", "C", "C", "C", "C", "S", "O", "O", "N", "C", "S", "C", "C", "N", "H", "H", "H", "H", "H", "H", "H", "H", "C", "P", "C", "C", "C", "C", "C", "C", "C", "C", "C", "C", "C", "C", "H", "H", "H", "H", "H", "H", "H", "H", "H", "H", "H", "H", "H", "F", "B", "F", "F", "F"],
  "xyz": [[-0.348, -0.418, 0.556], [0.501, -3.239, -0.785], [0.856, -2.380, 0.368], [2.329, -2.417, 0.498], [0.276, -2.969, 1.591], [-1.246, -2.953, 1.509], [-1.688, -1.816, 0.684], [-3.081, -1.669, 0.537], [-3.523, -0.658, -0.311], [-2.571, 0.127, -0.844], [-4.849, -0.420, -0.595], [-5.157, 0.570, -1.431], [-5.833, -1.195, -0.013], [-5.426, -2.189, 0.850], [-6.332, -2.963, 1.449], [-4.089, -2.429, 1.138], [-3.820, -3.421, 2.001], [0.871, -4.253, -0.602], [0.981, -2.855, -1.680], [-0.575, -3.266, -0.923], [2.649, -3.461, 0.570], [2.640, -1.894, 1.397], [2.787, -1.960, -0.374], [0.645, -2.393, 2.442], [0.627, -4.000, 1.714], [-1.652, -2.898, 2.520], [-1.616, -3.877, 1.056], [-6.880, -1.023, -0.214], [2.635, 6.267, 3.724], [2.638, 4.978, 3.293], [3.034, 3.939, 4.148], [3.025, 2.634, 3.710], [2.611, 2.335, 2.412], [2.229, 3.365, 1.550], [2.242, 4.668, 1.981], [2.613, 0.698, 1.864], [3.340, -0.103, 2.805], [2.921, 0.656, 0.460], [1.038, 0.196, 1.884], [0.246, 0.188, 3.005], [0.508, 0.517, 4.662], [-1.162, 0.167, 4.954], [-1.798, -0.176, 3.815], [-0.982, -0.169, 2.710], [2.981, 6.507, 4.634], [2.417, 7.018, 3.096], [3.367, 4.170, 5.152], [3.370, 1.842, 4.361], [1.917, 3.137, 0.540], [1.945, 5.462, 1.309], [-1.574, 0.255, 5.944], [-2.844, -0.421, 3.717], [1.023, 1.819, -1.998], [0.487, 0.088, -1.951], [-0.934, -0.022, -3.074], [-1.635, -1.225, -3.177], [-2.738, -1.331, -4.005], [-3.165, -0.225, -4.732], [-2.480, 0.973, -4.633], [-1.364, 1.076, -3.809], [1.831, -0.768, -2.840], [3.153, -0.530, -2.456], [4.196, -1.146, -3.130], [3.938, -2.002, -4.190], [2.629, -2.231, -4.585], [1.579, -1.614, -3.919], [1.324, 2.074, -3.015], [1.879, 1.928, -1.335], [0.220, 2.472, -1.656], [-1.326, -2.087, -2.598], [-3.269, -2.270, -4.079], [-4.033, -0.301, -5.372], [-2.810, 1.836, -5.194], [-0.849, 2.023, -3.744], [3.375, 0.127, -1.628], [5.215, -0.951, -2.823], [4.754, -2.480, -4.714], [2.417, -2.882, -5.422], [0.568, -1.790, -4.260], [-1.218, 3.824, 0.274], [-1.551, 2.989, 1.252], [-0.824, 1.350, 0.304], [-2.800, 2.553, 1.340], [-0.784, 2.914, 2.331]],
  "forces_ev_per_a": [[-0.557, -0.191, 0.246], [0.036, 0.006, 0.041], [-0.032, -0.014, 0.017], [-0.042, 0.031, 0.035], [-0.076, -0.003, 0.002], [0.003, -0.012, -0.024], [-0.230, 0.159, -0.067], [0.334, 0.046, 0.063], [-0.035, 0.097, -0.061], [-0.175, -0.054, 0.001], [0.085, -0.004, 0.020], [-0.035, -0.018, 0.008], [0.038, 0.024, -0.025], [0.053, -0.068, 0.062], [-0.008, 0.035, -0.024], [-0.078, -0.082, -0.052], [-0.043, 0.021, -0.019], [-0.024, 0.003, -0.017], [0.004, -0.004, -0.033], [0.015, -0.010, -0.025], [0.021, 0.013, -0.014], [0.030, -0.037, -0.021], [0.017, 0.032, 0.018], [-0.046, -0.028, -0.010], [0.030, 0.057, 0.028], [0.025, 0.000, -0.060], [0.024, 0.034, 0.024], [-0.023, 0.001, -0.004], [-0.029, 0.016, 0.004], [0.018, 0.064, 0.030], [0.003, -0.026, -0.026], [0.046, -0.013, -0.027], [0.090, 0.255, 0.134], [-0.086, -0.081, 0.025], [-0.005, -0.053, -0.013], [-0.366, 0.109, 0.049], [0.064, -0.034, -0.005], [0.141, -0.056, -0.144], [0.443, -0.126, 0.531], [0.157, 0.015, -0.279], [0.056, -0.023, -0.069], [-0.104, -0.009, 0.009], [0.107, -0.003, 0.049], [0.081, 0.230, -0.260], [0.008, -0.012, -0.009], [0.011, -0.009, 0.004], [-0.002, -0.003, 0.013], [-0.023, -0.025, -0.004], [-0.013, -0.006, -0.023], [-0.015, 0.017, -0.010], [-0.010, 0.005, 0.033], [-0.026, -0.015, 0.004], [-0.010, 0.061, -0.041], [-0.033, -0.045, -0.012], [0.017, 0.050, -0.054], [0.004, -0.025, 0.010], [-0.001, 0.045, -0.009], [-0.019, -0.041, 0.001], [0.044, 0.023, 0.023], [-0.060, -0.036, -0.017], [0.031, 0.043, -0.010], [0.014, -0.038, -0.021], [-0.001, 0.002, 0.007], [-0.023, 0.003, -0.005], [-0.001, 0.014, 0.023], [-0.016, -0.041, -0.039], [-0.011, 0.045, 0.029], [0.009, -0.038, -0.009], [0.015, -0.018, 0.003], [0.015, 0.006, 0.014], [-0.009, -0.014, -0.002], [-0.010, -0.001, -0.008], [-0.007, 0.005, -0.006], [0.015, 0.024, 0.006], [-0.008, 0.016, 0.029], [0.012, 0.001, 0.002], [0.017, -0.008, -0.007], [0.004, -0.011, -0.012], [0.019, 0.020, 0.022], [0.066, 0.018, -0.018], [-0.178, 0.148, -0.055], [0.178, -0.314, -0.065], [-0.140, -0.105, -0.050], [0.208, -0.040, 0.146]]
}



Entry 3:
{
  "formula": "C3H4NS",
  "method": "wB97M-V/def2-TZVPD",
  "total_charge": 1,
  "orbital_gap_ev": 8.09,
  "largest_force_ha_per_bohr": 0.0693,
  "lumo_ev": -6.442,
  "symbols": ["C", "C", "C", "N", "S", "H", "H", "H", "H"],
  "xyz": [[-0.267, -1.387, -0.088], [2.935, 0.337, -0.031], [-0.149, 0.940, -0.011], [-0.952, -0.282, -0.073], [1.492, -0.066, -0.127], [-0.798, -2.339, 0.185], [0.090, 1.639, -0.888], [-0.422, 1.447, 0.978], [-1.930, -0.290, 0.054]],
  "forces_ev_per_a": [[-0.973, 0.278, 1.032], [2.897, 0.861, 0.223], [0.812, 1.144, 0.235], [2.382, -1.202, -0.835], [-3.444, -0.831, 0.392], [0.427, 0.696, -0.857], [-1.623, -0.911, 1.033], [1.056, -0.437, -1.419], [-1.533, 0.402, 0.196]]
}